ORCA calculation (the ωB97M-V functional and the def2-TZVPD basis) on an isolated molecule of C25H36N4O.

For the energy above the lowest of the compared OMol25 structures with the same formula, charge and spin, the calculation gives 51.73 kcal/mol. The value obtained for the LUMO energy is 0.620 eV. Its SMILES is CC(C)Cc1ccc(CN2CCC(n3nccc3NC(=O)C3CCCC3)CC2)cc1. The gap between HOMO and LUMO is 8.6 eV. As for the largest force on an atom: 0.79 eV/A.

```
! wB97M-V def2-TZVPD RIJCOSX def2/J DEFGRID3
* xyz 0 1
O 2.98109 -0.43637 -1.45886
N 0.52697 -1.02466 0.37467
N -0.68618 -1.56947 0.36910
N 2.85864 -1.70062 0.41740
N -0.36301 3.15213 0.21847
C 1.48705 -1.97616 0.38919
C -4.19353 -2.47542 1.13796
C -3.94537 0.73513 -1.40247
C -3.83608 -2.55445 -1.33588
C -4.56036 0.21908 -0.26871
C -5.52287 -0.92751 -0.36793
C -4.27161 0.80447 0.95754
C 0.67730 0.41181 0.38190
C 6.29064 1.13539 -0.57584
C 0.21348 1.00436 -0.94778
C -0.00672 2.54838 1.48005
C 0.32730 2.53253 -0.89051
C 5.03159 -0.93686 -0.26890
C -0.51169 -2.87629 0.39513
C -1.76036 3.49688 0.02258
C 0.84687 -3.20092 0.41185
C 3.53230 -0.98556 -0.53411
C -3.05669 1.79023 -1.31140
C 5.77361 -0.09508 -1.32224
C -0.14013 1.01892 1.52079
C -4.85486 -2.31013 -0.22694
C 5.33031 -0.27248 1.09429
C -3.38216 1.85878 1.04953
C 6.54781 0.61150 0.83295
C -2.75138 2.36055 -0.08202
H -2.60049 2.18294 -2.20993
H -0.61530 2.99670 2.26781
H -4.28396 -2.39915 -2.31528
H -3.33530 -1.81329 1.22382
H -2.04251 4.14094 0.86248
H -4.17222 0.31385 -2.37130
H 1.74009 0.63093 0.52995
H -2.98721 -1.88448 -1.22276
H 1.29823 -4.17150 0.43123
H -0.81805 0.69702 -1.12042
H -1.80675 4.09870 -0.89072
H -0.04177 2.96936 -1.81983
H 5.51045 -1.00239 1.88333
H -6.03067 -0.88935 -1.33482
H 1.38907 2.79415 -0.79499
H 5.09799 0.17318 -2.13359
H -1.18027 0.71947 1.39536
H -3.18206 2.30526 2.01432
H -3.47014 -3.57812 -1.29061
H -3.84878 -3.49962 1.26527
H 1.04234 2.80934 1.67562
H 3.40076 -2.26247 1.05715
H -6.28038 -0.83134 0.41395
H 0.21470 0.64541 2.48416
H -1.35497 -3.53605 0.39901
H 6.64875 1.40607 1.57083
H 5.51982 1.90651 -0.54633
H 0.84147 0.62152 -1.75252
H 7.18158 1.55574 -1.03878
H 5.39919 -1.96744 -0.27694
H 4.48657 0.35235 1.39523
H 7.45744 0.00871 0.84555
H -5.65484 -3.05594 -0.31851
H 6.60565 -0.66193 -1.73964
H -4.89619 -2.25472 1.93900
H -4.75656 0.43884 1.85129
*
```